Molecular formula: C7H11O3S
Method: DFT, ωB97M-V/def2-TZVPD

For the calculated total energy, the calculation gives -897.197071 Ha. Its multiplicity is 1. The total charge is -1. Its relative energy (zero: lowest compared OMol25 entry of this formula, charge and spin) is 1.225 eV. The largest force on an atom is 3.41 eV Å⁻¹.

CARTESIAN COORDINATES (ANGSTROEM)
C (-1.89, 0.17, -0.53)
C (-0.66, 0.03, -0.93)
C (1.43, 1.99, -0.21)
C (-3.19, 0.10, -1.38)
C (0.34, -0.28, 1.37)
C (3.37, 0.00, -0.64)
C (0.49, 0.10, -0.06)
O (1.90, 2.03, 0.89)
O (1.38, 2.52, -1.26)
O (1.78, -2.06, 0.14)
S (1.70, -0.95, -0.85)
H (-2.13, 0.08, 0.51)
H (-0.33, 0.05, -2.00)
H (-3.88, -0.63, -0.89)
H (-3.08, -0.33, -2.33)
H (-3.67, 1.11, -1.65)
H (-0.18, -1.24, 1.55)
H (-0.21, 0.62, 1.77)
H (1.29, -0.44, 1.74)
H (3.11, 0.98, -1.17)
H (4.23, -0.49, -1.20)
H (3.63, 0.10, 0.42)